40
Properties=species:S:1:pos:R:3:nbo_charge:R:1 method="wB97M-V/def2-TZVPD" gap_ha=0.362 e_tot_ha=-956.0047 homo_energy_ev=-9.3423 relative_energy_kj_mol=43.1 multiplicity=1 total_charge=0 smiles="CNC(=O)[C@H](C)NC(C)=O.Cc1ccc(C(=O)O)cc1"
C -0.5132 4.9550 0.2817 -0.419
N -0.3562 3.8855 1.2678 -0.607
C -0.5705 2.5681 1.1407 0.663
O -0.5293 1.8982 2.1665 -0.635
C -0.8547 1.8850 -0.2291 -0.146
C -0.5427 0.3798 -0.2344 -0.605
N -0.1593 2.4700 -1.3808 -0.613
C -0.7541 3.0826 -2.4030 0.675
C 0.1452 3.5261 -3.5324 -0.708
O -1.9544 3.3126 -2.4509 -0.642
H -1.4263 4.8045 -0.2986 0.221
H 0.3478 4.9827 -0.3876 0.189
H -0.5870 5.9165 0.7926 0.210
H -0.1547 4.1647 2.2157 0.406
H -1.9294 1.9892 -0.3866 0.254
H 0.5252 0.2248 -0.0831 0.217
H -0.8443 -0.0608 -1.1855 0.213
H -1.0903 -0.1168 0.5682 0.237
H 0.8368 2.3373 -1.4263 0.397
H -0.4533 4.0558 -4.2728 0.245
H 0.5996 2.6503 -3.9914 0.226
H 0.9170 4.1879 -3.1444 0.220
C -0.9920 -5.6646 -0.5023 -0.634
C -0.2106 -4.5832 0.1937 0.018
C 0.5470 -3.6655 -0.5427 -0.235
C 1.2636 -2.6530 0.1046 -0.157
C 1.2300 -2.5250 1.5064 -0.134
C 1.9610 -1.4388 2.1944 0.767
O 2.5903 -0.6306 1.5282 -0.613
O 1.9039 -1.3816 3.5448 -0.672
C 0.4664 -3.4541 2.2376 -0.161
C -0.2452 -4.4690 1.5879 -0.233
H -0.5300 -5.9200 -1.4610 0.218
H -1.0278 -6.5695 0.1123 0.220
H -2.0158 -5.3249 -0.6862 0.227
H 0.5829 -3.7348 -1.6255 0.214
H 1.8483 -1.9552 -0.4898 0.232
H 2.3939 -0.5777 3.7728 0.503
H 0.4156 -3.3853 3.3216 0.228
H -0.8336 -5.1663 2.1765 0.214

=====

12
Properties=species:S:1:pos:R:3:nbo_charge:R:1 method="wB97M-V/def2-TZVPD" gap_ha=0.326 e_tot_ha=-306.3319 homo_energy_ev=-8.5613 relative_energy_kj_mol=457.9 multiplicity=1 total_charge=0
O 0.3794 1.6488 -0.8329 -0.634
C 0.7665 0.3956 -0.7986 0.244
C -1.1031 -1.0285 -0.1251 -0.390
C -1.3724 -0.1663 0.8626 -0.383
C 1.7858 0.0292 0.1957 0.243
O 2.8993 0.5055 0.0358 -0.532
H -0.0683 1.7943 -1.6873 0.496
H -0.7540 -2.0370 0.1003 0.206
H -1.3093 -0.8425 -1.1705 0.218
H -1.2843 -0.4651 1.9123 0.205
H -1.6618 0.8698 0.6709 0.201
H 1.6112 -0.8518 0.8546 0.126

=====

45
Properties=species:S:1:pos:R:3:nbo_charge:R:1 method="wB97M-V/def2-TZVPD" gap_ha=0.174 e_tot_ha=-10452.5065 homo_energy_ev=-1.2386 relative_energy_kj_mol=95.5 multiplicity=1 total_charge=-2
Ti -0.1836 -1.1237 0.3448 1.087
O 2.2970 0.4675 3.3642 -0.639
C 1.5259 -0.2003 2.6990 0.778
O 1.4276 -0.2451 1.4151 -0.731
C 0.4573 -1.0308 3.3717 0.134
C 0.3640 -1.3370 4.7200 -0.195
C -0.7625 -2.0114 5.1593 -0.174
C -1.7764 -2.3323 4.2607 -0.212
C -1.5935 -2.0006 2.9343 0.106
N -0.4849 -1.3998 2.5244 -0.418
C -2.5596 -2.2367 1.7981 0.767
O -3.7186 -2.5480 2.0134 -0.649
O -2.0007 -2.0322 0.6553 -0.699
H 1.1714 -1.0465 5.3764 0.236
H -0.8597 -2.2817 6.2040 0.202
H -2.6890 -2.8292 4.5581 0.230
Se 2.0040 -2.1586 -0.8379 -0.057
Te 4.2746 -2.2234 0.1530 -0.380
Te 2.2061 -4.1141 2.5671 -0.397
Se 0.6438 -3.5481 0.7269 -0.023
S -1.0998 -2.0221 -1.8620 -0.127
C -0.5215 -1.2530 -3.3583 -0.151
C -1.4575 -1.2384 -4.4050 -0.239
C -1.1594 -0.7130 -5.6507 -0.229
C 0.0931 -0.1639 -5.8981 -0.269
C 1.0253 -0.1574 -4.8705 -0.220
C 0.7275 -0.6906 -3.6241 -0.169
H -2.4379 -1.6597 -4.2162 0.210
H -1.9133 -0.7280 -6.4307 0.190
H 0.3346 0.2540 -6.8684 0.190
H 2.0096 0.2670 -5.0335 0.197
H 1.4833 -0.6644 -2.8562 0.220
Br -1.4677 6.4908 0.1959 0.022
C -0.2751 5.0150 0.1546 -0.134
C 1.0898 5.2426 0.1898 0.002
N 1.9836 4.2592 0.1679 -0.401
C 1.5333 3.0095 0.0887 0.084
C 0.1753 2.7024 0.0387 -0.155
C -0.7579 3.7217 0.0896 -0.162
C -0.2363 1.2751 -0.0625 0.781
O -1.1040 0.7788 0.7154 -0.658
O 0.3211 0.5438 -0.9159 -0.624
H 1.4699 6.2571 0.2404 0.190
H 2.2580 2.2033 0.0841 0.243
H -1.8170 3.5025 0.0792 0.240

=====

20
Properties=species:S:1:pos:R:3:lowdin_spin:R:1 method="wB97M-V/def2-TZVPD" gap_ha="0.416 / 0.134" e_tot_ha=-422.2411 s_squared=0.7574 homo_energy_ev="-15.1152 / -15.1104" relative_energy_kj_mol=116.2 multiplicity=2 total_charge=+1
C 0.3889 0.1497 2.7601 0.000
H 0.1622 0.2353 3.7330 0.000
H -0.0370 -0.8727 2.5036 0.000
H 1.4963 0.0728 2.8070 0.000
H -0.0841 0.8899 2.0540 0.000
H -0.9158 -2.8736 0.0437 0.001
H -1.5794 -1.4540 0.0593 0.000
O -1.3240 -2.2453 -0.5152 0.034
H 1.1081 0.3832 -2.5147 -0.001
H 1.5187 0.4046 -1.0964 0.000
O 1.2543 1.0980 -1.8112 0.051
H -2.4314 -0.2806 -2.0318 0.010
H -2.6536 1.1279 -1.3155 0.000
O -3.0685 0.3036 -1.6728 0.616
H 2.9075 -1.0898 1.1011 0.000
H 2.8264 -1.9196 -0.2017 0.000
O 2.7688 -1.0715 0.1365 0.000
H -0.8364 2.9102 -1.9602 -0.001
H -0.3754 1.8601 -0.9437 0.002
O -1.1256 2.3718 -1.1352 0.289

=====

39
Properties=species:S:1:pos:R:3:nbo_charge:R:1 method="wB97M-V/def2-TZVPD" gap_ha=0.291 e_tot_ha=-1924.2552 homo_energy_ev=-8.7521 relative_energy_kj_mol=1129.2 multiplicity=1 total_charge=0 smiles="COCCNC(=O)c1onc(CSc2cccc(Cl)c2)c1C(=O)O"
C 4.0865 0.2743 -0.0676 -0.242
O 4.3480 -0.8235 -0.8947 -0.533
C 3.3878 -1.4917 -1.6676 -0.058
C 2.5820 -2.5344 -0.9201 -0.242
N 1.4202 -1.9606 -0.4577 -0.584
C 1.1734 -1.3310 0.7160 0.654
O 1.7881 -1.4709 1.7115 -0.612
C -0.3706 -1.1672 0.8982 0.121
O -1.2839 -1.3368 -0.3184 -0.209
N -2.3706 -0.9711 0.1820 -0.025
C -2.3128 -0.3224 1.5020 0.103
C -3.5223 0.5499 1.9221 -0.407
S -3.1963 2.4389 1.3377 0.185
C -2.5052 2.1724 -0.2356 -0.177
C -3.5646 1.8108 -1.1438 -0.193
C -2.8743 1.6467 -2.4313 -0.159
C -1.5855 1.4045 -2.7631 -0.216
C -0.5452 1.7966 -1.5563 -0.113
Cl 0.8928 1.3368 -1.8282 0.145
C -1.1626 2.0666 -0.2861 -0.292
C -1.1198 -0.3564 1.8569 -0.203
C -0.5875 0.1733 3.2476 0.779
O -1.5366 0.6857 3.9693 -0.622
O 0.5193 -0.1539 3.7385 -0.630
H 4.8691 0.7312 0.2471 0.181
H 3.5637 1.1337 -0.5016 0.166
H 3.6022 -0.2347 0.8101 0.175
H 3.9213 -2.0900 -2.2361 0.183
H 2.6441 -0.9251 -2.1237 0.162
H 2.5918 -3.4336 -1.3263 0.212
H 3.2668 -2.5762 0.1501 0.213
H 0.6332 -2.0280 -1.0538 0.403
H -3.6535 0.3856 2.8523 0.225
H -4.3320 0.3492 1.3168 0.216
H -4.5492 1.8307 -0.9178 0.235
H -3.6558 1.4580 -3.4918 0.190
H -1.2754 1.2610 -3.6595 0.198
H -0.3876 2.3628 0.4955 0.249
H 1.1011 -0.6611 2.9273 0.519

=====

7
Properties=species:S:1:pos:R:3:lowdin_spin:R:1 method="wB97M-V/def2-TZVPD" gap_ha="0.304 / 0.454" e_tot_ha=-1012.1758 s_squared=20.0107 homo_energy_ev="-17.7660 / -21.6473" relative_energy_kj_mol=0.0 multiplicity=9 total_charge=+2
H -0.1339 -2.0810 -3.1190 0.094
O -0.7641 -0.5661 -1.8789 0.256
O 2.3754 -1.1091 2.0712 0.001
O 0.7400 0.3437 1.3564 -0.010
C -0.1768 -1.5715 -2.1302 0.627
C 1.5826 -0.3100 1.8432 0.000
Eu -0.9699 1.1831 -0.2081 7.031

=====

What did the fourth record say?
20
Properties=species:S:1:pos:R:3:lowdin_spin:R:1 method="wB97M-V/def2-TZVPD" gap_ha="0.416 / 0.134" e_tot_ha=-422.2411 s_squared=0.7574 homo_energy_ev="-15.1152 / -15.1104" relative_energy_kj_mol=116.2 multiplicity=2 total_charge=+1
C 0.3889 0.1497 2.7601 0.000
H 0.1622 0.2353 3.7330 0.000
H -0.0370 -0.8727 2.5036 0.000
H 1.4963 0.0728 2.8070 0.000
H -0.0841 0.8899 2.0540 0.000
H -0.9158 -2.8736 0.0437 0.001
H -1.5794 -1.4540 0.0593 0.000
O -1.3240 -2.2453 -0.5152 0.034
H 1.1081 0.3832 -2.5147 -0.001
H 1.5187 0.4046 -1.0964 0.000
O 1.2543 1.0980 -1.8112 0.051
H -2.4314 -0.2806 -2.0318 0.010
H -2.6536 1.1279 -1.3155 0.000
O -3.0685 0.3036 -1.6728 0.616
H 2.9075 -1.0898 1.1011 0.000
H 2.8264 -1.9196 -0.2017 0.000
O 2.7688 -1.0715 0.1365 0.000
H -0.8364 2.9102 -1.9602 -0.001
H -0.3754 1.8601 -0.9437 0.002
O -1.1256 2.3718 -1.1352 0.289

=====

Which value of multiplicity does entry 5 give? 1